{
  "formula": "C40H94BF2N6O4S2",
  "method": "the ωB97M-V functional and the def2-TZVPD basis",
  "species": ["B", "H", "H", "H", "H", "C", "C", "C", "N", "C", "C", "C", "C", "C", "H", "H", "H", "H", "H", "H", "H", "H", "H", "H", "H", "H", "H", "H", "H", "H", "H", "H", "C", "C", "C", "N", "C", "C", "C", "C", "C", "H", "H", "H", "H", "H", "H", "H", "H", "H", "H", "H", "H", "H", "H", "H", "H", "H", "H", "C", "C", "C", "N", "C", "C", "C", "C", "C", "H", "H", "H", "H", "H", "H", "H", "H", "H", "H", "H", "H", "H", "H", "H", "H", "H", "H", "C", "C", "C", "N", "C", "C", "C", "C", "C", "H", "H", "H", "H", "H", "H", "H", "H", "H", "H", "H", "H", "H", "H", "H", "H", "H", "H", "C", "C", "C", "N", "C", "C", "C", "C", "C", "H", "H", "H", "H", "H", "H", "H", "H", "H", "H", "H", "H", "H", "H", "H", "H", "H", "H", "N", "S", "O", "O", "F", "S", "O", "O", "F"],
  "positions_angstrom": [[0.1963, 0.1936, 0.1868], [0.0786, 1.1873, -0.4580], [1.1950, 0.1521, 0.8441], [-0.7441, 0.0646, 0.9137], [0.2442, -0.7746, -0.5342], [5.8219, -2.3694, 0.1441], [4.8180, -3.4602, 0.4484], [3.3528, -3.0224, 0.3785], [2.3161, -4.1339, 0.4225], [0.9775, -3.5276, 0.7407], [2.6755, -5.2060, 1.4426], [3.5433, -6.2218, 0.7529], [2.8803, -6.2910, -0.6437], [2.2588, -4.9127, -0.8843], [6.8181, -2.7986, 0.0293], [5.8938, -1.6807, 0.9886], [5.6587, -1.8165, -0.7765], [5.0761, -3.9657, 1.3801], [4.9228, -4.2990, -0.2522], [3.1503, -2.3712, -0.4678], [3.1596, -2.4926, 1.3156], [0.6313, -2.7764, 0.0314], [1.0811, -3.0317, 1.7021], [0.3270, -4.3995, 0.7343], [1.7114, -5.6392, 1.7204], [3.0460, -4.7760, 2.3743], [3.3733, -7.1686, 1.2651], [4.6013, -6.0005, 0.7631], [2.1636, -7.1108, -0.6347], [3.6315, -6.5926, -1.3729], [1.2042, -4.9813, -1.1423], [2.7982, -4.4315, -1.6979], [5.2223, 0.9576, 2.9358], [3.8622, 0.4360, 3.4041], [2.7633, 1.3785, 2.9388], [1.5367, 1.3772, 3.8278], [0.8301, 0.0718, 3.8045], [1.9298, 1.8037, 5.2551], [0.7736, 2.6424, 5.8013], [-0.2227, 2.7767, 4.6817], [0.5624, 2.4602, 3.4082], [6.0975, 0.4254, 3.2979], [5.3334, 2.0399, 3.0013], [5.2830, 0.8099, 1.8431], [3.8626, 0.3501, 4.4917], [3.7270, -0.5831, 3.0382], [2.4266, 1.1392, 1.9325], [3.0578, 2.4265, 2.9872], [0.0395, 0.0770, 4.5609], [1.5380, -0.6877, 4.1350], [0.3078, -0.1514, 2.8798], [2.0724, 0.8502, 5.7589], [2.8531, 2.3636, 5.1452], [0.4615, 2.2451, 6.7641], [1.2222, 3.6071, 6.0546], [-1.0403, 2.0545, 4.7210], [-0.7832, 3.6992, 4.5295], [-0.0298, 2.1159, 2.5613], [1.1588, 3.3130, 3.0724], [0.7302, 4.2725, -4.3956], [1.1495, 4.0865, -2.9390], [1.3951, 2.6309, -2.5219], [2.8186, 2.2057, -2.3175], [3.4524, 2.9273, -1.1711], [3.7114, 2.4393, -3.5261], [4.6191, 1.2064, -3.6662], [4.2347, 0.2253, -2.5577], [2.8729, 0.7100, -2.0466], [-0.2577, 3.8497, -4.5998], [1.4786, 3.8829, -5.0774], [0.5327, 5.3379, -4.5296], [0.4726, 4.5356, -2.2165], [2.0981, 4.6229, -2.8261], [0.8524, 1.8992, -3.1194], [0.9936, 2.4680, -1.5183], [4.5223, 2.7330, -1.2461], [3.1183, 2.5509, -0.2069], [3.2883, 3.9968, -1.2552], [4.2776, 3.3636, -3.4753], [3.0483, 2.4478, -4.3872], [5.6819, 1.4204, -3.5649], [4.4453, 0.8354, -4.6727], [4.8739, 0.1835, -1.6802], [4.1313, -0.7911, -2.9369], [2.6585, 0.5997, -0.9835], [2.0277, 0.2306, -2.5383], [-7.6565, 3.2383, 0.0337], [-6.3655, 2.9088, -0.6844], [-5.1535, 3.3453, 0.1291], [-3.8366, 2.6863, -0.2872], [-3.9466, 1.2021, -0.1217], [-2.6827, 3.2878, 0.5360], [-1.5936, 3.6292, -0.4549], [-1.9610, 2.9277, -1.7691], [-3.4665, 3.0026, -1.7238], [-8.5474, 3.0514, -0.5612], [-7.7374, 4.3144, 0.2484], [-7.7620, 2.8532, 1.0494], [-6.3173, 3.4270, -1.6451], [-6.3144, 1.8405, -0.8926], [-5.2463, 3.1420, 1.1967], [-4.9538, 4.4088, -0.0102], [-2.9418, 0.7879, -0.0067], [-4.5790, 0.7772, -0.8885], [-4.3697, 0.9786, 0.8543], [-2.4684, 2.4829, 1.2359], [-3.0475, 4.1399, 1.1027], [-0.6293, 3.2816, -0.0731], [-1.4390, 4.6888, -0.6586], [-1.4979, 1.9519, -1.9214], [-1.5584, 3.5272, -2.5885], [-4.0252, 2.4475, -2.4724], [-3.8169, 4.0377, -1.7765], [-3.2036, -2.7656, 0.9329], [-2.7713, -2.3817, -0.4772], [-2.3551, -3.6027, -1.2708], [-2.0768, -3.3620, -2.7181], [-1.0400, -2.3075, -2.9579], [-1.6526, -4.6365, -3.4423], [-2.0141, -4.4419, -4.9085], [-3.0561, -3.2982, -4.9111], [-3.3503, -2.9921, -3.4660], [-3.6011, -1.9248, 1.4969], [-2.3578, -3.1122, 1.5450], [-3.8445, -3.6499, 0.9368], [-1.9679, -1.6427, -0.3894], [-3.6295, -1.8537, -0.9056], [-3.1398, -4.3588, -1.2972], [-1.4803, -4.0099, -0.7618], [-1.5027, -1.3563, -2.7050], [-0.7934, -2.2594, -4.0156], [-0.1786, -2.5497, -2.3439], [-0.6072, -4.7912, -3.1855], [-2.2707, -5.4316, -3.0241], [-1.1289, -4.2120, -5.5083], [-2.3170, -5.3751, -5.3812], [-2.6741, -2.4885, -5.5333], [-3.9052, -3.6326, -5.5088], [-3.5825, -1.9429, -3.2984], [-4.1479, -3.5877, -3.0264], [-4.0309, 2.5826, 3.3689], [-4.7914, 3.2235, 4.7093], [-3.8771, 3.7136, 5.6861], [-6.0045, 2.5837, 5.0751], [-5.2709, 4.5312, 3.9221], [-3.7834, 1.0844, 3.7950], [-4.8540, 0.1878, 3.4481], [-3.1022, 0.7761, 5.0227], [-2.6585, 0.7028, 2.6773]],
  "atomic_forces_ev_per_a": [[-0.181, -0.475, 0.030], [0.084, 0.431, -0.248], [0.626, 0.154, 0.195], [-0.441, -0.033, 0.341], [0.012, -0.419, -0.610], [0.485, 0.101, 0.391], [-0.323, -1.327, -1.148], [0.412, 0.023, 1.597], [0.862, 0.334, -0.822], [0.413, -0.548, 0.077], [-0.589, 0.390, 0.767], [-0.997, -0.498, 0.065], [0.790, -0.608, 0.463], [-0.010, -0.552, -0.344], [-0.060, -0.115, 0.119], [-0.076, 0.190, -0.148], [-0.390, 0.035, -0.068], [-0.242, 0.477, 0.318], [0.270, 0.413, -0.384], [-0.159, -0.099, -0.095], [-0.162, 0.429, -0.270], [0.432, -0.013, -0.234], [-0.337, -0.220, 0.164], [-0.438, 0.333, 0.431], [0.090, -0.207, -0.158], [0.238, 0.306, -0.271], [0.340, -0.034, 0.009], [0.007, 0.011, -0.095], [-0.301, 0.271, -0.032], [-0.135, 0.363, -0.254], [0.034, -0.027, -0.146], [-0.092, 0.547, 0.289], [-0.092, -0.113, -1.681], [0.557, 0.228, 0.485], [-0.617, -0.011, 0.367], [-0.185, 0.575, -0.543], [-0.418, -0.439, 1.365], [-0.510, -1.043, -0.767], [1.189, 0.770, 0.656], [-1.242, -0.732, -1.342], [0.241, 0.308, 0.063], [-0.138, 0.109, 0.514], [0.086, -0.053, 0.690], [-0.078, -0.085, 0.078], [-0.005, 0.107, 0.013], [-0.190, 0.036, -0.130], [-0.071, 0.064, -0.028], [0.436, -0.097, -0.156], [0.131, 0.244, 0.064], [-0.007, -0.126, -0.347], [0.554, 0.240, -0.405], [0.302, 0.296, 0.402], [0.093, -0.085, 0.225], [-0.615, -0.129, -0.265], [-0.261, 0.098, -0.068], [0.087, -0.204, 0.453], [0.444, 0.336, 0.503], [-0.047, -0.163, 0.078], [0.068, -0.023, 0.133], [-1.002, 0.526, 0.755], [1.135, -0.441, -0.338], [-0.735, 0.289, 1.388], [0.655, 0.083, -0.512], [0.508, -0.147, 0.077], [-0.245, -0.728, -0.541], [0.470, 0.172, 0.335], [-1.254, -0.192, 0.434], [-0.329, 0.060, 0.038], [0.229, -0.483, -0.041], [-0.081, 0.167, -0.228], [0.527, 0.013, -0.405], [-0.176, 0.081, -0.188], [-0.127, 0.133, 0.119], [0.445, 0.019, -0.436], [-0.172, 0.055, -0.113], [0.009, 0.089, 0.102], [-0.398, -0.018, -0.144], [-0.074, -0.024, -0.041], [-0.324, 0.187, 0.254], [-0.019, 0.325, 0.019], [-0.064, 0.309, -0.233], [0.195, -0.441, 0.124], [0.638, 0.221, -0.339], [0.093, -0.012, 0.045], [0.194, -0.217, -0.007], [0.046, 0.220, -0.298], [-0.535, 1.448, 0.568], [0.407, -0.072, 0.011], [0.392, 0.029, -0.114], [-0.653, -0.255, -0.571], [0.626, 0.096, 1.285], [-0.745, -0.622, 0.103], [1.236, -0.552, -0.102], [0.468, 0.839, -0.327], [-0.527, 0.710, 0.410], [0.091, -0.462, 0.012], [0.309, 0.019, -0.351], [0.146, -0.726, -0.281], [-0.199, -0.088, -0.068], [-0.107, -0.064, 0.038], [-0.050, -0.065, -0.008], [-0.218, 0.065, 0.153], [0.020, -0.088, -0.759], [0.250, -0.060, -0.238], [-0.429, 0.215, 0.094], [0.509, 0.310, 0.110], [-0.161, -0.062, -0.045], [-0.088, -0.113, -0.007], [-0.540, 0.138, 0.274], [-0.454, -0.297, 0.494], [-0.340, 0.020, -0.148], [-0.068, -0.363, 0.322], [0.406, 0.084, -0.553], [0.903, -0.868, 0.585], [-0.503, 0.740, 0.322], [-0.261, 0.196, 0.265], [0.030, 0.036, -1.124], [-0.689, 0.039, 0.074], [-0.422, -0.057, 0.593], [1.003, 0.037, -0.253], [0.132, -0.990, -1.556], [0.044, 0.488, 0.146], [-0.389, -0.066, -0.172], [0.185, 0.189, -0.231], [-0.537, 0.420, -0.032], [0.097, -0.146, -0.192], [0.085, -0.200, -0.392], [0.010, -0.041, 0.345], [0.176, -0.252, -0.452], [0.383, 0.057, 0.375], [0.088, -0.308, 0.004], [0.084, 0.266, 0.009], [0.027, -0.211, -0.215], [0.183, -0.036, 0.169], [-0.030, 0.437, 0.200], [-0.537, -0.005, 0.394], [0.073, 0.406, 0.596], [-0.378, 0.074, 0.561], [0.046, -0.026, 0.149], [-0.020, -0.143, -0.187], [-0.168, -0.301, 1.828], [-0.286, 2.214, -0.839], [-0.087, -0.413, -0.318], [0.447, -0.354, -0.050], [0.236, -0.339, 0.150], [-0.335, -2.729, -0.310], [0.421, 0.518, -0.263], [0.021, 0.879, -0.394], [0.202, 0.419, -0.201]],
  "lowdin_charge": [-0.42, -0.05, -0.05, -0.03, -0.06, -0.06, -0.23, -0.10, -0.25, 0.02, -0.10, -0.14, -0.12, -0.08, 0.10, 0.07, 0.06, 0.12, 0.11, 0.13, 0.12, 0.07, 0.12, 0.10, 0.14, 0.15, 0.14, 0.10, 0.12, 0.13, 0.11, 0.14, -0.08, -0.22, -0.14, -0.26, 0.02, -0.07, -0.11, -0.13, -0.09, 0.08, 0.08, 0.06, 0.11, 0.10, 0.09, 0.13, 0.12, 0.10, 0.07, 0.13, 0.13, 0.13, 0.13, 0.09, 0.14, 0.12, 0.14, -0.07, -0.21, -0.14, -0.25, 0.04, -0.07, -0.12, -0.14, -0.10, 0.07, 0.07, 0.09, 0.10, 0.11, 0.14, 0.08, 0.12, 0.10, 0.11, 0.14, 0.12, 0.13, 0.12, 0.10, 0.12, 0.10, 0.13, -0.08, -0.22, -0.11, -0.24, 0.01, -0.07, -0.15, -0.15, -0.09, 0.08, 0.09, 0.09, 0.12, 0.10, 0.12, 0.14, 0.09, 0.09, 0.09, 0.09, 0.14, 0.09, 0.12, 0.10, 0.10, 0.14, 0.14, -0.06, -0.23, -0.13, -0.27, 0.03, -0.09, -0.13, -0.13, -0.09, 0.08, 0.08, 0.09, 0.08, 0.11, 0.14, 0.12, 0.11, 0.11, 0.09, 0.13, 0.14, 0.12, 0.13, 0.12, 0.13, 0.13, 0.15, -0.30, 0.52, -0.26, -0.23, -0.19, 0.46, -0.29, -0.28, -0.26],
  "multiplicity": 1,
  "e_tot_ev": -87890.51743,
  "e_above_lowest_kcal_mol": 0.0,
  "e_lumo_ev": -6.5,
  "charge": 3
}